C19H28BCl2O6 | ωB97M-V/def2-TZVPD

The geometry in XYZ format:
```
56
Properties=species:S:1:pos:R:3:forces:R:3
C 0.344771 0.910661 1.759022 0.337 0.055 0.066
C 1.206898 -0.282254 1.415628 -0.149 -0.018 -0.127
C 1.573702 -1.135939 2.455019 0.038 -0.149 0.012
C 2.357924 -2.259675 2.238681 -0.025 -0.008 -0.079
C 2.782887 -2.533669 0.941713 -0.029 -0.049 0.205
C 2.426276 -1.691204 -0.095884 0.028 -0.212 0.076
C 1.630583 -0.553118 0.099027 -0.139 -0.122 -0.041
C 1.280532 0.297050 -1.076996 0.156 -0.119 0.054
B 2.439194 1.435989 -1.462002 -0.307 -0.052 0.005
C 3.104958 2.130512 -0.098100 0.029 0.203 -0.206
Cl 2.703601 3.921683 -0.043141 -0.013 -0.020 -0.022
C 4.602217 1.936086 0.053231 0.011 0.231 -0.013
C 5.438287 2.244996 -1.170787 0.089 -0.170 -0.123
Cl 5.313042 2.927885 1.438480 -0.036 -0.171 0.157
H 0.961260 1.688416 2.219955 -0.052 0.033 -0.010
H -0.415966 0.632266 2.489971 -0.107 0.017 -0.077
H -0.112811 1.358576 0.881698 -0.119 -0.060 0.036
H 1.221079 -0.909782 3.457376 0.029 -0.007 -0.001
H 2.629298 -2.921324 3.053159 -0.017 0.059 0.041
H 3.373129 -3.423676 0.749156 0.048 0.061 -0.047
H 2.752464 -1.955366 -1.095892 -0.052 0.212 -0.077
H 0.293654 0.742660 -0.943150 0.034 0.067 0.033
H 1.198635 -0.366814 -1.942759 -0.070 0.048 -0.033
H 3.270951 0.901869 -2.182149 0.142 -0.129 0.214
H 1.897285 2.303857 -2.124495 0.059 -0.003 -0.033
H 2.640470 1.753948 0.810281 0.036 0.070 0.039
H 4.751636 0.915047 0.403881 0.026 -0.075 -0.187
H 6.501247 2.229463 -0.930567 -0.012 0.089 0.053
H 5.166907 3.213228 -1.590965 0.025 0.056 0.089
H 5.249424 1.487654 -1.929028 -0.072 0.037 -0.010
C -2.120437 -4.586205 2.063595 -0.108 0.164 0.098
C -2.014969 -4.036773 0.664812 0.079 -0.057 0.106
C -0.604608 -3.879526 0.132934 0.117 0.028 0.110
O -0.747930 -2.779006 -0.767963 0.009 -0.001 -0.169
C -1.774886 -2.021107 -0.345191 0.186 0.008 0.133
O -2.026436 -0.930077 -0.742698 -0.203 -0.082 -0.020
O -2.483658 -2.676610 0.609703 -0.093 -0.033 -0.053
H -3.163107 -4.698519 2.359680 0.000 -0.026 -0.022
H -1.636789 -5.561899 2.120789 0.007 -0.011 -0.015
H -1.640687 -3.909139 2.770707 0.089 -0.023 -0.033
H -2.624735 -4.622629 -0.030228 0.001 0.008 -0.019
H -0.233518 -4.750237 -0.401610 -0.026 0.054 -0.105
H 0.107769 -3.594348 0.912571 -0.017 -0.007 0.019
C -2.792084 2.148576 -1.457920 0.054 0.205 -0.068
C -4.115838 2.589957 -0.900555 0.080 -0.092 -0.074
C -5.301783 1.759943 -1.341951 -0.049 -0.039 0.050
O -6.382406 2.703617 -1.289786 0.012 -0.067 -0.046
C -5.855443 3.942403 -1.453538 0.050 -0.021 0.008
O -6.502385 4.924155 -1.637260 -0.036 0.048 -0.006
O -4.512304 3.898087 -1.382107 0.000 0.019 0.079
H -1.975893 2.756397 -1.069048 0.002 -0.040 0.042
H -2.621251 1.107429 -1.181875 0.079 0.104 -0.037
H -2.780143 2.240344 -2.544898 -0.072 -0.068 -0.008
H -4.075838 2.648381 0.190653 -0.030 0.014 0.005
H -5.512506 0.917975 -0.688308 -0.067 0.046 0.034
H -5.191667 1.409785 -2.370870 0.048 -0.005 -0.004
```
Forces are in eV/Å.

Results
Charge ... -1
E_HOMO ... -5.1 eV
Orbital gap ... 7.32 eV
Total energy ... -2137.57796 Eh

C16H28ClF8N3O18PS4 | ωB97M-V/def2-TZVPD

The geometry in XYZ format:
```
79
Properties=species:S:1:pos:R:3:forces:R:3
N -2.751864 1.637644 1.211815 0.072 0.646 0.011
C -2.113251 2.379293 0.259004 0.077 -0.162 -0.165
N -1.691787 3.695231 0.442101 -0.566 -0.121 0.199
C -0.422667 3.699829 1.226102 0.483 0.324 -0.118
C 0.736516 3.081450 0.459927 -0.467 -0.193 -0.022
O 1.759575 2.828671 1.386032 0.256 -0.125 0.159
C 2.325435 1.546584 1.292226 0.108 0.583 -0.073
C 1.596979 0.507573 2.130432 0.335 -0.504 -0.349
F 0.235754 0.715618 2.079995 0.138 0.044 -0.052
F 1.812642 -0.703944 1.539531 -0.160 0.339 0.307
C 2.032549 0.400400 3.631056 0.389 -0.503 0.116
F 2.697782 -0.772615 3.803714 -0.213 0.632 -0.083
F 2.884318 1.409379 3.961892 -0.579 -0.528 -0.188
C 0.850967 0.369740 4.632545 0.169 -0.021 0.526
F 1.392321 0.165115 5.864341 -0.181 0.079 -0.373
F 0.045833 -0.680983 4.356048 0.346 0.244 0.008
C 0.011146 1.671629 4.727676 -0.311 -0.293 -0.061
F -1.232011 1.437165 4.221461 -0.112 0.141 0.019
F 0.564354 2.661932 4.006113 0.085 0.057 0.158
N -1.842538 1.827736 -0.887008 -0.280 -0.240 0.004
P -2.209651 0.119406 -1.308371 -0.235 -0.361 0.120
O -1.181077 0.098008 -2.541376 0.066 0.128 0.051
Cl -3.962110 0.357856 -2.302212 0.251 0.216 0.106
H -2.203378 0.869935 1.581363 -0.247 -0.406 -0.169
H -3.169654 2.193258 1.944577 0.202 -0.009 0.240
H -2.392006 4.157361 1.014990 -0.007 0.313 -0.049
H -0.521838 3.205487 2.185510 -0.151 -0.214 0.015
H -0.173646 4.733926 1.428594 -0.160 0.259 0.010
H 0.415417 2.149925 -0.003355 0.061 -0.152 -0.051
H 1.077089 3.730817 -0.341679 0.171 0.214 -0.080
H 3.360274 1.639994 1.594220 0.188 -0.188 0.230
H 2.346467 1.192583 0.269051 -0.127 -0.147 -0.229
H -0.092911 1.974588 5.764160 0.056 0.096 0.161
H -1.374504 2.410823 -1.570731 0.067 0.113 -0.077
H -0.422143 -0.437096 -2.283718 0.238 -0.269 -0.331
C 5.729276 0.247187 -3.282679 0.316 0.030 -0.214
C 6.452927 0.577903 -1.996353 -0.136 -0.279 0.156
O 6.144105 1.966814 -1.769302 -0.090 0.052 -0.193
S 4.682418 2.290630 -2.307844 0.332 -0.296 -0.132
O 3.760160 2.247817 -1.220843 -0.209 0.015 -0.040
O 4.742092 3.423598 -3.150381 -0.075 0.212 0.039
O 4.481004 0.968522 -3.178424 -0.005 0.009 0.345
H 6.271635 0.616614 -4.153475 -0.019 0.014 0.002
H 5.542482 -0.814979 -3.395269 -0.200 0.032 -0.008
H 7.527759 0.450834 -2.071279 0.038 0.199 0.001
H 6.072123 -0.006311 -1.156309 0.012 0.005 -0.012
C 3.385260 -4.414656 -3.814724 -0.168 0.222 0.100
C 3.233924 -3.994084 -5.262199 -0.087 -0.317 -0.135
O 4.441599 -3.266818 -5.537066 0.045 0.140 0.311
S 5.656127 -3.907493 -4.715477 -0.328 -0.139 -0.094
O 6.372690 -4.803564 -5.539119 0.194 -0.072 0.016
O 6.318609 -2.859199 -4.021198 0.036 0.102 0.012
O 4.771570 -4.757334 -3.688160 0.055 0.021 -0.181
H 3.165844 -3.590922 -3.131451 -0.010 -0.010 -0.018
H 2.773989 -5.275152 -3.559738 0.140 -0.108 0.017
H 2.375437 -3.350624 -5.428546 0.108 0.148 -0.047
H 3.183477 -4.854798 -5.930701 -0.014 -0.007 0.024
C -5.456860 -4.308121 -3.792936 -0.197 0.235 0.113
C -5.446623 -3.724567 -5.190646 -0.095 -0.312 -0.171
O -4.202616 -3.006255 -5.254950 0.057 0.074 0.311
S -3.096895 -3.766405 -4.390069 -0.476 -0.111 -0.126
O -2.303989 -4.582317 -5.231194 0.228 -0.068 0.038
O -2.494063 -2.823670 -3.515200 0.178 0.201 0.119
O -4.094209 -4.702684 -3.565625 0.106 0.037 -0.201
H -5.732731 -3.561142 -3.046300 -0.002 -0.006 -0.017
H -6.105264 -5.174145 -3.702230 0.144 -0.119 0.021
H -6.270977 -3.041470 -5.369586 0.122 0.159 -0.011
H -5.440161 -4.503014 -5.955025 -0.012 -0.004 0.019
C -4.685677 0.876543 5.939617 0.277 -0.006 -0.153
C -4.264085 1.421609 7.288227 -0.199 -0.209 0.194
O -4.588441 2.815276 7.210323 0.049 0.035 -0.271
S -5.898833 3.024164 6.310306 0.154 -0.280 0.161
O -7.036565 3.133043 7.141591 -0.126 0.076 -0.068
O -5.600485 3.990469 5.317857 0.042 0.172 -0.080
O -5.901900 1.565909 5.638512 -0.060 0.012 0.208
H -3.952401 1.118688 5.166162 0.054 -0.042 0.040
H -4.865450 -0.194657 5.955164 -0.174 0.022 -0.027
H -3.201195 1.305374 7.478564 0.031 0.177 -0.003
H -4.833467 0.969064 8.101947 0.005 -0.011 -0.017
```
Forces are in eV/Å.

Results
Charge ... +1
E_HOMO ... -13.2 eV
Orbital gap ... 9.47 eV
Total energy ... -5338.01766 Eh

C13H22BBr4CaCsMgN2O16PS | ωB97M-V/def2-TZVPD

The geometry in XYZ format:
```
63
Properties=species:S:1:pos:R:3:forces:R:3
C -2.885468 1.931817 0.411572 0.208 -1.066 -0.002
C -1.756665 3.091011 0.118338 -0.791 0.501 1.065
O -0.382915 2.582975 -0.022529 -1.520 0.523 -2.068
C -0.119586 2.065674 -1.381591 -0.965 -0.696 -0.866
C -0.347610 0.443406 -1.437984 0.200 0.063 -0.391
B 0.840529 -0.455249 -0.743236 1.315 -1.092 0.878
O 1.646834 0.096285 0.364113 1.694 -1.390 3.360
C 1.905568 -0.827213 1.518762 -3.441 3.233 -1.230
Br 3.829328 -0.924861 2.193032 -0.596 -0.353 -0.856
C 1.234462 0.079619 2.753699 1.273 0.936 0.973
N -0.092909 0.703668 2.387150 -0.023 -0.610 2.106
C 1.165453 -2.222206 1.079826 -0.622 1.911 -3.629
C 2.043738 -3.507860 0.569236 -0.854 -1.067 0.729
C 3.241350 -3.146904 -0.503008 -0.031 0.337 1.445
C 4.559124 -4.031247 -0.050006 3.184 -1.357 -0.444
O 5.209162 -4.813726 -0.916723 -2.923 3.316 4.755
O 5.038937 -4.025903 1.357602 -0.975 0.679 -4.263
P -0.396609 -2.741847 2.121610 -2.631 -2.062 0.991
O -1.812217 -1.750464 1.728671 2.584 -1.262 1.218
O -0.055230 -2.751304 3.861672 0.549 0.090 -2.889
S -0.966482 -4.597553 1.721766 0.843 1.021 -0.039
O 0.487237 -1.812805 -0.195124 -0.122 -1.386 2.208
H -3.277853 1.456703 -0.610452 0.583 2.916 5.303
H -2.401996 1.022730 1.013989 -0.821 2.025 -1.255
H -3.806895 2.291046 1.037997 1.808 -0.374 -1.331
H -1.763472 3.804593 1.075166 0.232 -1.566 -2.137
H -2.094085 3.751065 -0.805384 0.829 -1.308 1.673
H 0.952758 2.381358 -1.799942 -2.273 -0.817 1.353
H -0.892719 2.535784 -2.160399 1.491 -0.527 1.615
H -0.350507 0.148970 -2.594988 0.018 0.558 2.174
H -1.371825 0.069640 -1.012914 3.171 0.940 0.187
H 1.692207 -0.764397 -1.522665 0.648 0.068 -1.715
H 1.996791 0.987947 2.892963 -1.485 -2.204 -0.488
H 1.242051 -0.489044 3.786477 -0.134 0.862 -2.153
H -0.065351 1.725734 2.623741 0.176 -1.416 -0.568
H -0.835695 0.313839 3.035965 1.160 0.478 -1.060
H 1.319941 -4.262450 -0.007025 1.307 1.927 1.500
H 2.432735 -4.095978 1.504840 -0.309 1.106 -1.897
H 3.465577 -1.977340 -0.579277 -0.331 -2.427 0.330
H 2.934540 -3.462066 -1.611731 -2.427 2.451 5.147
H 5.728905 -3.302854 1.429259 -1.092 -0.837 -0.167
H -2.629435 -2.330394 1.641022 1.538 0.203 0.283
H 0.565444 -3.534122 4.019402 -1.339 1.306 -0.440
C -0.742248 5.177365 -4.475582 0.678 0.165 0.120
Br -2.616388 5.688223 -4.370226 0.719 1.032 0.162
Br 0.174609 5.434843 -2.779355 -0.441 -0.111 -0.584
Br -0.522564 3.365863 -5.149614 0.123 0.312 0.112
H -0.268460 5.847829 -5.200170 -0.245 -0.138 0.257
Mg -3.729360 3.293942 -4.710901 -0.723 -0.986 -0.180
C 1.920902 7.072165 -5.855909 0.314 -0.036 -0.363
O 1.866378 6.485052 -6.925553 -0.150 -0.901 -1.337
O 2.905599 7.101930 -5.108861 2.277 -0.352 1.096
O 0.999796 7.727300 -5.354935 -2.507 1.157 0.650
Cs -3.101872 0.491470 -2.255617 -2.086 -2.038 -4.353
Ca 4.030661 -4.191320 -2.585166 2.647 -2.037 -4.803
N -6.356728 -3.814471 -0.157401 -0.239 -0.398 0.253
O -6.170431 -3.022474 -1.096022 0.226 0.662 -0.691
O -5.619340 -3.778079 0.841551 0.430 0.134 0.422
O -7.280339 -4.642793 -0.217729 -0.178 -0.129 -0.061
C -0.155845 -2.017482 6.786165 0.244 -0.675 -0.011
O 0.407998 -3.079008 7.003089 0.495 -0.894 0.163
O 0.411277 -0.946388 6.541770 1.063 1.553 -0.340
O -1.380796 -1.850046 6.777574 -1.755 0.044 0.085
```
Forces are in eV/Å.

Results
Charge ... -1
E_HOMO ... -3.8 eV
Orbital gap ... 1.10 eV
Total energy ... -13779.47888 Eh

Q: Which of these has the highest charge?
A: C16H28ClF8N3O18PS4

Q: E_HOMO of number 1 (C19H28BCl2O6)?
A: -5.1 eV

Q: What is the total energy in the third record?
A: -13779.47888 Eh

Q: Which of these has the highest charge?
A: C16H28ClF8N3O18PS4